No. 1
ORCA calculation (ωB97M-V/def2-TZVPD) on a structure of composition C28H33AuN6O2S.

Values from the calculation:
- Spin multiplicity: 3
- Total charge: +2
- Energy above the lowest of the compared OMol25 structures with the same formula, charge and spin: 0.287 eV

Atoms and positions in Å:
Au1 0.3641 0.1075 1.6520
C1 3.2308 5.6465 -1.7056
C2 3.3578 4.1923 -2.1862
C3 2.8890 4.1054 -3.6395
C4 4.8292 3.7370 -2.1173
C5 2.5655 3.2861 -1.2656
C6 2.8735 3.2169 0.0960
C7 2.2131 2.3194 0.9020
N1 1.2456 1.5202 0.4401
C8 0.8797 1.6007 -0.8512
C9 1.5359 2.4609 -1.7150
C10 -0.2532 0.7421 -1.2516
C11 -0.7805 0.7033 -2.5342
C12 -1.8690 -0.1115 -2.8378
C13 -2.4091 -0.8550 -1.7853
C14 -1.8295 -0.7943 -0.5349
N2 -0.7806 -0.0193 -0.2855
C15 -2.4372 -0.2361 -4.2407
C16 -1.6797 0.6229 -5.2541
C17 -3.9119 0.1955 -4.2196
C18 -2.3208 -1.7142 -4.6571
H1 3.7749 6.2964 -2.3904
H2 3.6477 5.7873 -0.7082
H3 2.1870 5.9638 -1.6936
H4 3.5190 4.7502 -4.2503
H5 1.8588 4.4485 -3.7552
H6 2.9834 3.0911 -4.0329
H7 5.4317 4.3328 -2.8026
H8 4.9184 2.6888 -2.4082
H9 5.2416 3.8560 -1.1159
H10 3.6340 3.8455 0.5351
H11 2.4599 2.2267 1.9519
H12 1.2509 2.4906 -2.7548
H13 -0.3372 1.3097 -3.3084
H14 -3.2733 -1.4878 -1.9258
H15 -2.2061 -1.3836 0.2917
H16 -1.7683 1.6866 -5.0248
H17 -2.1076 0.4655 -6.2432
H18 -0.6247 0.3467 -5.3073
H19 -4.0080 1.2254 -3.8727
H20 -4.5131 -0.4458 -3.5747
H21 -4.3232 0.1385 -5.2273
H22 -1.2821 -2.0462 -4.6086
H23 -2.6694 -1.8360 -5.6825
H24 -2.9221 -2.3609 -4.0185
N3 -1.1642 -7.5287 3.8092
C19 -0.6396 -6.3128 3.7541
C20 -0.0408 -5.8431 2.5464
C21 0.4583 -4.5729 2.4826
C22 0.3841 -3.7538 3.6166
C23 -0.1644 -4.2028 4.8276
C24 -0.6719 -5.4672 4.9033
S1 0.9778 -2.0871 3.5709
O1 1.8697 -1.9251 2.4433
O2 1.4211 -1.7247 4.8729
N4 -0.3587 -1.2065 3.0927
C25 -1.0561 -0.5080 4.0560
N5 -1.3779 0.7492 3.7236
C26 -2.0322 1.4814 4.6106
C27 -2.3757 0.9957 5.8633
C28 -2.0137 -0.3215 6.1109
N6 -1.3883 -1.0654 5.2132
H25 -1.1274 -8.1549 3.0159
H26 -1.5785 -7.8768 4.6641
H27 0.0157 -6.4991 1.6867
H28 0.9317 -4.2048 1.5820
H29 -0.1632 -3.5425 5.6857
H30 -1.0979 -5.8383 5.8271
H31 -2.2731 2.4950 4.3112
H32 -2.8831 1.6054 6.5941
H33 -2.2367 -0.8068 7.0544

Cartesian forces, eV/Å:
Au -0.515 0.307 -0.529
C -0.022 -0.074 -0.011
C 0.148 0.042 -0.079
C 0.000 -0.007 0.102
C -0.105 0.021 -0.021
C -0.031 -0.090 0.102
C -0.091 -0.046 -0.074
C 0.126 0.118 0.095
N 0.039 -0.033 -0.023
C 0.144 0.140 0.002
C -0.019 0.004 0.009
C -0.270 -0.192 -0.214
C 0.089 0.069 0.024
C 0.054 -0.042 0.087
C 0.075 0.070 0.055
C -0.201 -0.132 -0.042
N 0.373 0.057 0.427
C -0.043 -0.052 -0.056
C -0.046 -0.043 0.085
C 0.071 -0.002 0.008
C 0.007 0.100 -0.002
H 0.016 0.020 0.026
H -0.005 0.006 0.004
H 0.004 0.028 0.002
H -0.015 0.005 -0.016
H -0.012 -0.027 -0.025
H -0.027 0.007 -0.032
H -0.011 0.021 0.009
H 0.054 0.005 0.000
H 0.032 -0.008 0.004
H 0.034 -0.020 -0.010
H -0.016 -0.023 -0.010
H -0.040 -0.010 0.022
H -0.002 0.000 0.015
H 0.021 -0.027 -0.036
H 0.005 0.052 0.024
H 0.045 0.015 -0.016
H -0.003 0.011 -0.002
H 0.011 0.035 -0.022
H -0.037 0.002 -0.003
H -0.021 0.014 0.000
H -0.010 -0.024 0.003
H -0.009 -0.033 -0.028
H -0.019 0.003 0.007
H -0.002 -0.028 -0.007
N 0.147 0.140 0.036
C -0.075 -0.126 0.035
C 0.114 0.133 -0.294
C 0.035 -0.238 -0.126
C -0.016 0.152 0.072
C -0.082 -0.210 0.265
C -0.017 0.184 0.171
S -0.439 1.503 -0.592
O -0.073 -0.762 0.172
O 0.001 -0.348 0.173
N 1.401 -0.845 -0.334
C -1.321 1.142 1.394
N 0.551 -0.349 -0.612
C -0.198 0.115 0.336
C 0.175 -0.203 -0.160
C -0.228 0.396 0.087
N 0.470 -0.920 -0.449
H -0.034 -0.002 0.033
H -0.004 -0.036 -0.052
H -0.024 -0.021 0.023
H -0.022 0.026 0.019
H -0.058 0.015 -0.061
H -0.004 -0.010 -0.012
H -0.017 -0.019 0.012
H -0.021 -0.014 0.011
H -0.036 0.061 0.002

No. 2
ORCA calculation (ωB97M-V/def2-TZVPD) on a structure of composition C28H33BCaCl3FMgN3O6S2.

Values from the calculation:
- Spin multiplicity: 1
- Total charge: -1
- Energy above the lowest of the compared OMol25 structures with the same formula, charge and spin: 17.271 eV

Atoms and positions in Å:
C1 -1.7988 -1.0266 -0.1108
C2 -0.1935 -0.6491 -0.0106
B1 0.6165 -1.0140 -1.4211
O1 0.0499 -0.5620 -2.7111
C3 2.0648 -1.8461 -1.2698
C4 2.2141 -3.4675 -1.4815
N1 0.9812 -4.2914 -1.8272
C5 0.3320 -4.6686 -0.6448
O2 -0.1294 -5.0814 0.5669
C6 3.7305 -4.1069 -1.2806
C7 5.0661 -3.1949 -0.8710
C8 4.9070 -1.5517 -0.6156
C9 3.3672 -0.9419 -0.8494
S1 3.2234 0.9382 -0.5392
C10 4.3458 1.1725 0.9897
C11 3.9336 2.1827 2.2143
C12 4.9098 2.3219 3.5388
C13 6.2972 1.4262 3.5576
C14 6.6899 0.3984 2.3231
C15 5.7315 0.2362 0.9621
N2 6.0959 -0.6865 -0.1978
H1 -2.3649 -0.1999 -0.7343
H2 -1.8609 -2.0385 -0.7292
H3 -2.2632 -1.1335 0.9712
H4 0.2502 -1.2796 0.8939
H5 -0.0144 0.4901 0.2982
H6 -0.0374 0.4522 -2.6182
H7 3.8611 -5.2712 -1.4244
H8 6.1145 -3.7537 -0.7733
H9 2.9094 2.7807 2.0789
H10 4.5556 3.0463 4.3941
H11 6.9931 1.5555 4.5127
H12 7.6726 -0.2373 2.3864
H13 6.8865 -1.2785 0.1416
C16 -1.8211 -7.6897 0.2875
C17 -2.7546 -8.7211 0.1899
C18 -2.3446 -10.0009 -0.1824
C19 -0.9981 -10.2519 -0.4477
C20 -0.0640 -9.2213 -0.3464
C21 -0.4755 -7.9392 0.0168
H14 -2.1416 -6.6915 0.5743
H15 -3.8028 -8.5270 0.4033
H16 -3.0733 -10.8028 -0.2649
H17 -0.6776 -11.2504 -0.7331
H18 0.9856 -9.4174 -0.5516
H19 0.2517 -7.1353 0.0903
C22 -3.6855 4.4416 0.0578
C23 -2.4232 4.1415 0.8597
C24 -1.1984 3.9030 -0.0257
C25 -1.4458 2.7090 -0.9333
N3 -1.6509 1.7186 -1.6862
H20 -3.9677 3.5996 -0.5822
H21 -4.5269 4.6332 0.7313
H22 -3.5473 5.3254 -0.5756
H23 -2.6039 3.2617 1.4895
H24 -2.2207 4.9826 1.5318
H25 -0.3184 3.7060 0.5955
H26 -0.9899 4.7856 -0.6399
Mg1 -4.5881 2.9592 2.1083
Cl1 -0.4171 -0.9547 2.6661
Cl2 3.9278 -2.4570 -3.1564
Cl3 5.5684 2.1988 -0.6102
Ca1 -1.8317 0.6749 1.6249
C26 -6.6031 5.5409 4.8989
O3 -6.2203 6.0685 5.9707
O4 -7.6645 6.1719 4.4170
O5 -6.1620 4.5654 4.2511
H27 -7.6601 6.7993 5.1682
F1 4.5441 -0.0215 5.0408
C27 -1.0055 5.4897 -4.3203
S2 -1.9860 6.7936 -3.5387
O6 -2.2591 6.3669 -2.1270
C28 -3.4917 6.4962 -4.4969
H28 -0.0214 5.4646 -3.8460
H29 -1.4953 4.5220 -4.1881
H30 -0.8876 5.7087 -5.3842
H31 -3.8293 5.4673 -4.3536
H32 -3.2942 6.6830 -5.5551
H33 -4.2658 7.1830 -4.1478

Cartesian forces, eV/Å:
C 0.493 -0.206 -1.332
C 0.215 -0.518 0.007
B -0.168 0.652 -1.114
O 1.827 1.087 2.956
C 2.666 -1.718 1.162
C 3.348 3.213 2.424
N -2.438 -1.313 6.972
C 1.380 -0.555 3.192
O 3.234 3.609 -9.843
C -0.452 3.121 0.771
C -3.101 1.711 0.779
C -3.443 -3.444 -1.090
C 1.161 -2.805 0.856
S -0.773 -3.526 1.589
C 1.713 0.934 -0.679
C 3.531 -0.978 2.098
C -1.501 -2.365 -4.818
C -1.863 -1.740 -2.687
C -2.562 2.420 0.174
C 1.295 0.649 2.529
N -3.415 0.266 4.074
H 0.897 -1.725 1.138
H -0.218 2.177 1.688
H 0.607 -1.348 -2.601
H -0.735 1.433 -2.911
H 0.020 -2.061 -0.884
H -0.391 -2.387 -0.195
H -0.238 2.679 0.291
H -2.580 1.429 -0.125
H 2.672 -1.571 0.429
H 1.048 -1.852 -1.808
H -1.669 -0.575 -2.439
H -2.208 1.469 -0.106
H -0.896 0.539 -0.501
C 0.031 -0.153 -0.052
C 0.178 -0.048 -0.052
C 0.147 0.120 0.018
C -0.072 0.153 0.049
C -0.241 -0.015 0.025
C 0.026 -0.249 -0.072
H 0.099 -0.160 -0.039
H 0.149 -0.027 -0.036
H 0.094 0.097 0.019
H -0.047 0.129 0.034
H -0.161 0.041 0.024
H -0.214 -0.387 0.042
C 0.330 0.039 -0.200
C 0.165 1.013 -0.626
C -0.302 -0.793 -0.505
C -1.055 -6.294 -5.084
N 1.496 7.932 5.931
H 0.011 0.010 0.015
H -0.170 0.390 -0.163
H -0.044 -0.142 0.218
H 0.451 0.116 0.019
H 0.129 -0.162 -0.032
H 0.040 -0.122 -0.210
H -0.100 -0.211 -0.121
Mg -1.104 -0.793 1.386
Cl -0.192 -0.202 3.280
Cl 0.972 0.077 -4.664
Cl 1.156 0.977 1.496
Ca -0.552 1.549 0.622
C 1.810 -0.940 0.813
O 0.902 -0.645 0.259
O -1.906 1.244 -0.755
O 0.620 -0.502 -0.528
H -0.916 0.414 -0.539
F 0.721 0.958 -0.618
C 0.013 -0.101 0.089
S -0.045 -0.113 -0.052
O 0.097 -0.136 -0.374
C -0.100 -0.055 0.075
H -0.150 0.105 -0.023
H -0.038 0.100 0.033
H -0.028 0.049 0.117
H 0.099 0.054 0.045
H 0.063 0.018 0.119
H 0.182 -0.035 0.027

No. 3
ORCA calculation (ωB97M-V/def2-TZVPD) on a structure of composition C28H33BeCl3F18Li2N5O16S.

Values from the calculation:
- Spin multiplicity: 1
- Total charge: -1
- Total energy: -6169.90018 Ha

Atoms and positions in Å:
C1 1.3554 2.9988 2.2596
C2 -0.0439 2.5946 2.6164
O1 -0.9044 3.4350 2.6375
N1 -0.2816 1.2240 3.0214
C3 0.2440 0.7965 4.2967
C4 1.6135 0.1613 4.3661
O2 -0.3711 0.9628 5.3183
C5 -1.2532 0.3878 2.3717
C6 -0.8267 -1.0498 2.5961
N2 -0.4500 -2.0961 2.8736
C7 -2.5840 0.4064 3.2233
C8 -3.0803 1.7338 3.7281
F1 -4.1200 1.3497 4.6388
C9 -1.5168 0.5186 0.8242
C10 -2.2848 -0.7225 0.5021
N3 -2.8195 -1.7046 0.2491
C11 -2.5859 1.6308 0.5362
C12 -2.9718 1.8738 -0.9368
C13 -2.3334 3.0764 -1.6540
C14 -2.3658 4.3770 -0.8417
S1 -3.2015 5.7003 -1.7102
O3 -2.9991 6.9314 -1.0055
O4 -2.9051 5.6948 -3.0956
O5 -4.7600 5.3340 -1.5602
C15 -0.3199 0.5543 -0.1522
F2 -0.6544 0.1864 -1.4011
F3 0.0158 1.8594 -0.2746
C16 1.0318 -0.1938 0.1095
F4 1.5953 -0.0105 1.3129
F5 1.8970 0.4131 -0.7370
C17 1.1057 -1.7138 -0.2459
F6 1.5344 -2.3864 0.8527
F7 -0.1056 -2.2658 -0.5283
C18 2.1071 -2.1418 -1.3584
F8 1.8300 -3.4699 -1.5128
F9 1.8336 -1.6157 -2.5457
C19 3.6224 -2.0599 -0.9715
F10 4.0514 -3.2987 -0.6578
F11 3.8667 -1.2979 0.1064
C20 4.5755 -1.5787 -2.1150
F12 5.7692 -1.3932 -1.5050
F13 4.2352 -0.3742 -2.5881
C21 4.8249 -2.6355 -3.2318
F14 5.8098 -3.4446 -2.7934
F15 3.7514 -3.3699 -3.5239
C22 5.3643 -2.0230 -4.5690
F16 4.3303 -1.5052 -5.2299
F17 5.8042 -3.0592 -5.2846
F18 6.3353 -1.1501 -4.3790
H1 2.0291 2.5753 3.0165
H2 1.6746 2.6026 1.3010
H3 1.4651 4.0714 2.3261
H4 2.0316 0.2499 5.3634
H5 1.4938 -0.8997 4.1300
H6 2.3022 0.5625 3.6276
H7 -2.3909 -0.2064 4.1122
H8 -3.4237 -0.0690 2.6787
H9 -2.3412 2.2708 4.3081
H10 -3.5406 2.3714 2.9819
H11 -3.5098 1.2448 0.9749
H12 -2.3650 2.5481 1.0766
H13 -2.9302 0.9776 -1.5543
H14 -4.0392 2.1214 -0.9191
H15 -1.3608 2.8550 -2.0771
H16 -2.9805 3.2391 -2.5334
H17 -1.3800 4.7445 -0.5471
H18 -2.9305 4.2877 0.0934
H19 -4.9735 5.4728 -0.6211
Li1 -4.6341 -0.8237 3.8593
C23 -0.3285 -2.6697 6.7350
N4 -1.7985 -2.5772 6.9477
O6 -2.2301 -2.7870 8.0508
O7 -2.4758 -2.2876 5.9724
H20 0.1381 -2.9300 7.6773
H21 -0.1540 -3.4367 5.9858
H22 0.0097 -1.6973 6.3854
C24 4.8425 -6.2573 -5.7531
C25 5.5860 -7.4930 -6.2809
O8 5.4454 -8.5743 -5.4209
H23 5.2367 -5.9364 -4.7805
H24 4.9578 -5.4146 -6.4442
H25 3.7737 -6.4490 -5.6468
H26 6.6213 -7.1515 -6.4684
H27 5.2043 -7.6503 -7.3029
Be1 5.6991 -8.1496 -3.7731
N5 2.6383 5.4193 -0.2711
O9 2.8969 4.4078 0.4343
O10 1.4452 5.6991 -0.5151
O11 3.5560 6.1256 -0.7047
C26 -0.4366 -3.6234 -3.9525
O12 -1.4855 -3.8892 -4.6750
H28 -0.4304 -2.6417 -3.3954
H29 -0.2081 -4.3755 -3.0834
H30 0.5584 -3.6015 -4.4683
C27 -5.5821 7.0638 2.2246
Cl1 -5.4611 6.9155 3.9765
Cl2 -5.4564 5.4671 1.4633
Cl3 -7.0845 7.8509 1.7611
H31 -4.7539 7.6660 1.8713
Li2 -0.6553 -4.4640 -0.2433
O13 -4.2175 -3.9751 3.5114
H32 -4.6340 -4.8227 3.3248
H33 -3.6622 -4.1446 4.2813
C28 -2.1545 3.1423 -5.3041
O14 -2.8052 3.2589 -6.3466
O15 -2.5822 2.5780 -4.2494
O16 -0.9745 3.5686 -5.1522

Cartesian forces, eV/Å:
C 0.072 -0.870 1.340
C 1.151 1.923 -0.106
O -0.994 -0.997 -0.087
N 0.257 -0.216 -0.990
C 1.157 0.047 0.902
C -0.064 -0.088 -0.591
O -0.673 -0.050 -0.403
C -0.558 -1.342 1.161
C 0.540 0.717 -0.025
N -0.203 -0.278 0.024
C -0.376 -0.126 -0.298
C -0.159 0.125 0.392
F -0.308 -0.382 -0.247
C -1.642 -0.625 -0.136
C 0.608 0.061 -0.222
N -0.274 -0.055 0.190
C -0.232 -0.169 -0.412
C -0.297 0.889 0.020
C -0.911 0.127 -0.178
C 0.010 -0.247 0.292
S 0.597 1.056 -0.371
O -0.165 -0.137 0.791
O -0.190 -0.590 -0.264
O 0.366 -0.475 0.021
C 0.765 1.409 -0.285
F -0.460 -0.627 0.289
F 0.111 0.032 0.722
C 1.241 0.324 -0.886
F -0.892 -0.080 0.458
F -0.216 -0.173 -0.347
C 0.461 -0.569 0.657
F -0.006 -0.007 0.074
F -0.169 0.302 -0.096
C -0.591 -1.076 -0.661
F 0.027 -0.039 0.435
F 0.191 0.814 0.293
C 0.790 -0.178 -0.418
F -0.173 -0.060 0.086
F -0.562 0.346 -0.059
C 0.566 0.339 0.483
F 0.013 -0.137 0.068
F -0.579 -0.235 -0.249
C 1.039 0.323 -0.403
F -0.231 -0.225 0.142
F -0.216 0.104 0.236
C -1.205 -1.067 0.112
F 0.349 0.606 0.009
F 0.423 0.227 -0.150
F -0.060 0.151 -0.107
H 0.070 -0.066 -0.142
H -0.005 0.296 -0.161
H -0.142 0.093 -0.522
H -0.137 0.108 0.079
H 0.029 -0.006 -0.036
H -0.038 0.037 -0.017
H 0.192 0.135 0.038
H 0.486 0.082 -0.511
H 0.044 0.034 -0.037
H 0.041 0.052 0.004
H 0.152 -0.068 0.251
H 0.369 0.031 -0.222
H 0.254 -0.049 0.046
H -0.018 -0.091 0.186
H 0.149 0.192 0.165
H 0.541 -0.141 0.541
H 0.036 0.222 -0.277
H -0.025 0.003 -0.025
H -0.168 0.165 -0.291
Li 0.104 -0.006 0.463
C 0.170 -0.010 0.085
N 0.257 0.040 0.078
O -0.145 -0.014 0.020
O -0.238 0.047 -0.281
H -0.082 0.004 0.041
H -0.032 0.093 -0.100
H -0.059 -0.012 -0.094
C -0.010 0.184 -0.349
C -0.249 1.530 -0.293
O 0.745 0.600 2.969
H -0.005 -0.057 -0.014
H 0.006 -0.011 0.051
H 0.025 -0.095 0.079
H 0.121 -0.456 0.324
H -0.156 -0.653 0.249
Be -0.506 -1.031 -2.975
N -0.115 0.145 -0.084
O 0.179 -0.139 0.014
O -0.054 -0.095 0.079
O -0.028 -0.056 0.056
C 0.074 0.772 -0.184
O 0.042 -0.188 0.249
H -0.235 0.022 0.062
H -0.109 -0.515 0.696
H 0.012 -0.280 -0.022
C -0.023 0.229 0.024
Cl 0.031 -0.035 -0.036
Cl -0.079 -0.181 0.360
Cl 0.042 -0.035 -0.015
H 0.033 -0.069 -0.054
Li 0.176 0.417 -0.916
O 0.062 0.261 0.207
H -0.102 0.064 -0.096
H 0.039 0.057 -0.009
C 0.279 -0.103 0.539
O -0.016 0.022 -0.062
O -0.279 -0.350 -1.030
O -0.032 0.067 -0.303

Summary of largest force on an atom in eV Å⁻¹
2.2 11.0 3.2
(order as listed above)